1.
45
Properties=species:S:1:pos:R:3 method="wB97M-V/def2-TZVPD" multiplicity=1 lumo_ev=3.2 total_energy_ev=-57168.548 homo_ha=-0.150 orbital_gap_ev=7.3 total_charge=-1
C -1.1615 -3.5114 -2.9065
C -0.5288 -3.8287 -1.5602
C 0.9439 -4.2238 -1.7127
C -0.7338 -2.7231 -0.5251
Sb 0.1280 -0.7106 -0.8614
C -0.8377 0.0333 0.9964
C -1.3273 1.4546 0.8221
O -1.0893 2.2513 2.0009
Si 0.1193 3.3623 1.8757
C 1.7800 2.5311 1.6935
C -0.1083 4.4991 0.4049
C 0.0490 4.3627 3.4605
P 2.2009 -1.3825 0.5843
N 1.8578 -1.8126 2.0922
P -1.9640 0.1043 -2.2090
S -1.7461 1.8429 -3.1516
H -2.2200 -3.2786 -2.8043
H -0.6722 -2.6639 -3.3811
H -1.0774 -4.3664 -3.5767
H -1.0445 -4.7133 -1.1720
H 1.1115 -4.7107 -2.6725
H 1.6009 -3.3641 -1.6572
H 1.2324 -4.9333 -0.9394
H -1.8038 -2.5986 -0.3469
H -0.3036 -3.0469 0.4249
H 0.7793 0.9159 -1.1025
H 0.9321 -1.2075 -2.3497
H -0.1049 -0.0013 1.7985
H -1.6410 -0.6526 1.2551
H -2.3982 1.4849 0.6304
H -0.8374 1.9205 -0.0416
H 2.5534 3.2828 1.8525
H 1.8830 2.1533 0.6782
H 1.9143 1.7151 2.3987
H 0.3550 4.0866 -0.4888
H 0.3857 5.4463 0.6241
H -1.1518 4.6990 0.1766
H -0.8106 4.0715 4.0600
H 0.9386 4.2107 4.0685
H -0.0324 5.4263 3.2461
H 2.9535 -2.3738 -0.0925
H 3.1352 -0.3096 0.5240
H 2.2452 -2.7248 2.2940
H -2.4555 -0.8664 -3.1016
H -3.0491 0.1495 -1.3084

2.
46
Properties=species:S:1:pos:R:3 method="wB97M-V/def2-TZVPD" multiplicity=1 lumo_ev=0.4 total_energy_ev=-29977.357 homo_ha=-0.367 de_lowest_kcal_mol=39.39 orbital_gap_ev=10.3 total_charge=0
C 0.6088 -1.0852 0.6913
C -0.2302 -0.5181 -0.1673
C -1.4772 0.1035 -1.0192
C -1.8831 1.5883 -0.4757
C -3.4598 1.8542 -0.7396
Si -4.4955 2.1142 0.8683
C -5.4929 0.5601 1.4157
C -6.0142 -0.2694 0.1214
C -5.0345 -1.5353 -0.2650
C -4.8274 -1.6436 -1.8730
H 1.0204 -1.7322 1.5622
H -2.3897 -0.5721 -0.8227
H -1.2575 0.0634 -2.1457
H -1.7071 1.5576 0.6765
H -1.2114 2.3698 -0.9953
H -3.5398 2.8005 -1.3946
H -3.9347 0.9819 -1.3228
H -3.5760 2.6069 1.9099
H -5.4545 3.2063 0.5793
H -4.8910 -0.0866 2.1639
H -6.4523 0.9580 1.9480
H -7.0631 -0.7245 0.2465
H -6.0273 0.4634 -0.7779
H -4.0466 -1.4336 0.3313
H -5.5445 -2.5359 0.0546
H -5.3245 -0.7606 -2.4147
H -5.2670 -2.6416 -2.2419
H -3.7028 -1.6589 -2.1895
O 4.2606 -1.0826 0.5338
H 3.2999 -0.9747 0.5129
H 4.3859 -2.0034 0.7997
O 2.7661 -3.7030 -0.0797
H 2.8165 -3.5120 -1.0256
H 1.8699 -4.0426 0.0427
O 7.4809 -0.0660 1.1161
H 6.5457 -0.2803 0.9849
H 7.8099 -0.7865 1.6710
O 9.9724 -1.3470 -0.0931
H 9.0828 -1.0919 0.1881
H 9.9964 -1.1146 -1.0302
O 9.5369 2.0917 0.6881
H 10.4479 1.9560 0.9788
H 9.0594 1.3326 1.0517
O 0.7241 3.5996 -0.0180
H 1.1844 2.7671 0.1544
H 1.4360 4.2272 -0.1994

3.
47
Properties=species:S:1:pos:R:3 method="wB97M-V/def2-TZVPD" multiplicity=1 lumo_ev=0.6 total_energy_ev=-23602.742 homo_ha=-0.323 de_lowest_kcal_mol=132.04 orbital_gap_ev=9.4 total_charge=0
C -20.8418 24.9989 22.4776
O -20.1506 26.0471 23.1619
H -20.6753 24.0322 22.9527
H -21.9163 25.1566 22.3849
H -20.5692 24.8780 21.4292
H -19.2106 25.8520 23.1649
C -18.3336 25.7819 20.2942
O -18.0918 27.1588 20.4890
H -18.5843 25.3380 21.2576
H -19.1792 25.7292 19.6085
H -17.5308 25.3590 19.6902
H -18.9366 27.6017 20.3807
C -22.7452 25.8233 20.6336
O -23.1967 24.8057 19.7791
H -23.2883 26.7344 20.3827
H -23.1328 25.6517 21.6378
H -21.6600 25.9211 20.6648
H -23.0818 25.0573 18.8599
C -18.2994 30.2815 21.8014
O -17.8153 31.5720 21.6080
H -19.3669 30.3015 21.5822
H -17.8026 29.6064 21.1045
H -18.1608 29.9032 22.8142
H -17.1762 31.8360 22.2739
C -20.7799 28.2962 20.5828
O -19.9813 27.1976 21.0328
H -21.8516 28.1171 20.4964
H -20.5789 29.2310 21.1059
H -20.4561 28.3448 19.5431
H -20.2524 26.7917 21.8594
C -20.1279 29.0302 17.5498
C -21.6135 29.3851 17.8463
C -21.8693 30.8785 17.9306
O -23.0855 31.2064 18.5850
C -23.2408 30.7648 20.0021
N -22.2620 28.8079 16.6630
H -19.8620 27.9918 17.3523
H -19.5552 29.2267 18.4562
H -19.7718 29.5704 16.6726
H -21.9098 28.8736 18.7620
H -21.8030 31.3512 16.9507
H -20.9491 31.2246 18.4011
H -24.1782 31.1160 20.4334
H -22.4024 31.0731 20.6267
H -23.2974 29.6967 20.2120
H -23.2117 29.1105 16.5000
H -21.8140 29.1214 15.8139

4.
59
Properties=species:S:1:pos:R:3 method="wB97M-V/def2-TZVPD" multiplicity=1 lumo_ev=2.3 total_energy_ev=-38956.494 homo_ha=-0.162 de_lowest_kcal_mol=0.00 orbital_gap_ev=6.7 total_charge=-1
C 3.1263 -0.7008 2.2552
C 2.4346 0.6275 2.0110
O 3.3382 1.5735 1.4303
C 1.1998 0.4976 1.1285
O 0.2209 -0.2950 1.7306
B -0.8084 -0.8173 0.7804
C -0.3151 -2.2155 -0.0182
B -0.0936 -3.3385 1.0126
O 1.0468 -3.4263 1.8206
O -1.0410 -4.3383 1.2475
C -2.1776 -1.1356 1.6282
C -3.0368 0.0571 2.1329
N -2.5736 1.3165 1.6077
N -4.4870 -0.1438 1.8350
N -2.9620 0.2471 3.5913
H 3.2853 -1.2373 1.3165
H 2.5106 -1.3354 2.8881
H 4.0840 -0.5403 2.7577
H 2.1326 1.0484 2.9756
H 3.9464 1.1135 0.8361
H 0.8167 1.5133 0.9493
H 1.5095 0.0941 0.1511
H -1.0546 0.0258 -0.0852
H 0.5928 -2.0189 -0.5993
H -1.1070 -2.4793 -0.7335
H 0.9754 -2.8010 2.5473
H -1.8616 -4.0808 0.8181
H -1.9503 -1.7408 2.5177
H -2.8015 -1.7688 0.9794
H -3.1701 2.0619 1.9451
H -2.4518 1.3387 0.6085
H -4.7374 -1.0829 2.1373
H -4.5674 -0.1807 0.8221
H -1.9700 0.2751 3.8129
H -3.3328 -0.5825 4.0444
C 6.3663 2.3703 -0.4315
O 5.3120 1.7859 -0.5779
N 7.4362 2.1927 -1.2702
N 6.5512 3.2550 0.5942
H 8.3081 2.6726 -1.1605
H 7.3174 1.5470 -2.0274
H 5.7705 3.3769 1.2165
H 7.4036 3.7552 0.7538
C -0.6781 -0.8033 -3.5735
O -0.5221 0.1419 -2.8200
N 0.2696 -1.1713 -4.4889
N -1.8089 -1.5697 -3.5418
H 0.1719 -1.9658 -5.0898
H 1.1126 -0.6297 -4.5100
H -2.4669 -1.3312 -2.8210
H -1.9988 -2.3416 -4.1494
C -4.0183 1.6662 -3.1360
O -3.7381 1.7418 -4.3219
N -3.1833 1.1719 -2.1858
N -5.2466 2.0785 -2.6639
H -3.4524 1.1313 -1.2205
H -2.2348 0.9005 -2.4307
H -5.8920 2.4513 -3.3324
H -5.4998 2.0433 -1.6947